Record 1
C26H43CdCl4F3O28S as an isolated structure in a non-equilibrium geometry, computed with wB97M-V/def2-TZVPD.

Geometry as XYZ:
```
106
Properties=species:S:1:pos:R:3:forces:R:3
Cd 1.51167 -2.11419 2.71976 -0.12 1.00 -1.23
S 0.51016 0.65961 0.49818 -3.37 -0.60 -2.89
O 0.25452 0.29666 -0.91920 0.74 0.55 1.68
O -0.22981 -0.20433 1.41998 -1.70 -0.98 1.08
O 1.80661 0.13272 0.95651 4.20 -1.57 1.23
O 0.34190 2.04045 0.80116 0.28 1.36 0.00
C -0.44920 -0.03150 -6.65686 -0.41 0.08 1.41
O -0.38816 0.00747 -8.05158 0.49 -0.31 -1.94
C -0.74830 -1.02821 -8.83836 -1.90 -2.48 1.36
O -1.49046 -1.96887 -8.47248 2.19 2.53 -1.16
O -0.19429 -0.88242 -10.04678 0.26 0.71 0.59
C -0.41498 -1.83895 -11.09468 -0.95 0.22 0.34
H 0.46893 0.38298 -6.24051 0.24 -0.18 -0.35
H -0.62030 -1.01608 -6.22163 -0.01 -0.12 -0.40
H -1.22605 0.63862 -6.28875 -0.29 -0.09 -0.23
H 0.09926 -2.77230 -10.86558 -0.09 0.09 -0.15
H -0.09638 -1.37699 -12.02914 0.47 -0.02 0.33
H -1.48966 -1.97686 -11.21363 0.01 -0.41 0.22
C 6.80768 -1.80022 1.52207 -0.88 0.22 -1.15
O 6.97927 -3.16579 1.81166 -0.02 -2.47 1.33
C 5.99443 -3.92562 2.39676 -2.22 3.19 0.80
O 4.88198 -3.40588 2.75233 3.90 -2.49 -1.36
O 6.36776 -5.19525 2.59681 -0.88 1.16 -0.41
C 7.70268 -5.59590 2.26509 0.88 0.12 0.47
H 5.93795 -1.78430 0.86525 -0.19 0.73 0.17
H 7.66501 -1.51759 0.91117 0.06 -0.03 0.28
H 6.70145 -1.12984 2.37497 -0.07 -0.37 0.13
H 8.40527 -5.06733 2.90936 -0.04 0.10 0.02
H 8.00358 -5.38613 1.23867 -0.45 -0.13 -0.02
H 7.79196 -6.65257 2.51723 -0.34 0.10 -0.26
C -4.81256 6.31990 7.99591 -0.14 -0.94 0.32
O -4.13393 6.01657 6.79409 0.91 0.27 -1.28
C -2.80593 5.80426 6.72297 0.91 1.04 2.98
O -2.02318 5.87350 7.69028 -1.78 -0.50 -2.66
O -2.53065 5.62121 5.44514 -2.20 0.26 0.80
C -1.29802 5.27417 4.97110 1.71 -0.36 -1.35
H -4.27428 6.94044 8.71235 0.22 -0.07 -0.28
H -5.02317 5.33065 8.40227 -0.22 0.26 0.68
H -5.75399 6.77981 7.69542 0.19 0.07 0.05
H -0.50230 5.30482 5.71541 -0.14 -0.03 -0.03
H -1.10491 5.94177 4.13139 0.41 0.36 0.26
H -1.37862 4.31496 4.45972 0.14 -0.40 0.50
C -3.50352 -4.66783 3.94433 -0.70 0.10 -2.36
O -3.26684 -4.19688 5.21330 0.33 -0.10 2.96
C -2.04183 -3.71255 5.54159 -1.97 0.13 0.05
O -1.16426 -3.63847 4.73308 0.94 0.34 0.39
O -2.02345 -3.24253 6.81579 0.82 -0.51 -1.79
C -2.95248 -3.69932 7.80159 -0.26 0.36 0.03
H -2.71010 -5.28324 3.52025 0.25 0.46 0.04
H -3.77840 -3.79006 3.35949 0.70 -0.02 -0.68
H -4.41688 -5.25194 3.83174 -0.04 -0.25 1.10
H -3.91509 -3.19281 7.73150 0.05 0.10 -0.28
H -2.46939 -3.36175 8.71852 -0.21 -0.56 0.13
H -3.13720 -4.77028 7.71769 0.30 0.06 0.26
C -0.41919 -7.18247 -1.82390 -0.58 -0.97 -0.63
O 0.02118 -6.33802 -0.77121 1.16 0.90 -0.74
C 0.83449 -5.26626 -0.99326 -0.03 -0.27 -0.65
O 0.97091 -4.45068 -0.12284 0.42 -0.01 -0.37
O 1.43346 -5.22998 -2.24203 -1.19 -1.67 1.53
C 2.33856 -4.18685 -2.49850 -0.02 1.71 -0.15
H 0.27474 -7.89725 -2.26619 0.92 0.48 0.33
H -0.85478 -6.64852 -2.66846 -0.14 0.26 0.30
H -1.14209 -7.85621 -1.36388 -0.33 0.45 0.03
H 3.16384 -4.10972 -1.79065 -0.19 -0.24 0.18
H 1.76726 -3.25855 -2.49811 0.20 0.25 0.29
H 2.75034 -4.24305 -3.50616 -0.20 -0.73 0.07
C -4.28489 -1.63754 -1.40573 0.08 1.96 -0.39
C -4.35122 -2.08177 -2.81821 2.13 -0.38 -0.52
O -5.68824 -2.22483 -3.11395 0.41 0.14 -2.08
C -6.39180 -2.20421 -2.00018 -3.56 -1.30 1.51
O -7.59518 -2.41944 -1.90381 3.12 0.78 -0.35
O -5.55674 -2.01784 -0.98106 -0.98 -0.03 2.28
F -3.70692 -3.29124 -2.78827 -0.11 -1.43 -0.73
H -4.20763 -0.55037 -1.39165 -0.01 0.20 0.35
H -3.44787 -2.04692 -0.84012 -0.43 -0.31 -0.04
H -3.79335 -1.52773 -3.57314 -0.57 0.38 0.01
C -1.45754 6.02593 -1.65586 0.06 -0.36 -0.34
C -1.69614 4.92629 -2.69313 3.11 0.57 2.11
O -1.14510 5.46568 -3.85337 0.84 -1.18 -1.01
C -0.81135 6.75773 -3.72221 -1.63 2.91 -1.30
O -0.49772 7.51902 -4.62930 -0.18 -2.39 2.72
O -1.20830 7.15617 -2.46178 0.91 0.76 -0.71
F -2.95632 4.70726 -2.83058 -3.62 -0.50 -0.96
H -0.57911 5.83502 -1.03940 -0.16 -0.10 0.16
H -2.37464 6.12400 -1.07498 0.22 0.37 0.10
H -1.24654 3.99648 -2.34468 0.47 -0.16 -0.70
C 3.79597 3.56693 -2.60603 -1.75 0.06 -0.08
C 4.36528 2.15722 -2.62192 -0.18 0.58 0.57
O 5.65160 2.38952 -2.17151 1.92 0.65 0.30
C 6.00929 3.70764 -2.35575 3.66 2.74 0.48
O 7.13440 4.25357 -2.21875 -4.50 -3.14 -0.45
O 4.91904 4.43496 -2.67694 0.01 -0.86 -0.16
F 4.44199 1.63479 -3.87457 -0.20 -0.04 -0.38
H 3.19488 3.81224 -1.73047 0.47 -0.33 0.58
H 3.04345 3.71764 -3.38006 0.66 0.15 -0.67
H 3.90302 1.42046 -1.96496 -0.17 0.14 -0.12
C -5.11894 2.98969 1.82385 -0.35 0.00 -0.11
Cl -5.07520 1.37948 2.62473 0.04 0.71 -0.56
Cl -6.37391 3.09174 0.49692 0.88 -0.09 1.02
H -5.32913 3.71941 2.60580 -0.37 -0.15 -0.27
H -4.15225 3.24582 1.39022 -0.16 -0.48 -0.08
C 4.23549 3.37602 2.95964 0.41 0.95 0.13
Cl 5.61864 3.28225 4.13733 -0.84 0.31 -0.53
Cl 3.79435 5.06351 2.41022 0.55 -0.90 0.42
H 4.60676 2.84959 2.08036 -0.58 -0.05 0.24
H 3.32964 3.02759 3.45574 0.41 -0.34 -0.32
```
Forces are in eV/Å.

Computed properties:
- Total charge: 0
- Molar mass: 1146.89 g mol⁻¹
- LUMO energy: -4.9440 eV
- ΔE to the lowest compared entry with this formula, charge and spin: 602.3 kJ/mol
- Max |F|: 5.50 eV/A
- E: -158622.4471 eV
- Kohn-Sham gap: 0.1546 Ha


Record 2
A 3-piece molecular cluster, C4H16NO2 overall in a non-equilibrium geometry, computed with wB97M-V/def2-TZVPD.

Geometry as XYZ:
```
23
Properties=species:S:1:pos:R:3:forces:R:3
C -0.39997 0.30568 -0.28432 0.71 -0.60 1.05
C -1.90969 0.13441 -0.33124 -0.22 0.45 -0.93
C -2.62018 1.41019 0.14460 0.77 0.32 0.29
C -2.30985 -0.15266 -1.78321 -0.56 0.43 -0.27
N 0.28160 -1.03782 -0.01348 -0.25 0.04 -1.51
H 0.03067 0.64990 -1.21933 -0.15 0.17 -0.11
H -0.01630 0.93425 0.52355 -0.33 0.15 -0.14
H -2.22264 -0.70807 0.28078 0.10 -0.13 0.28
H -1.97116 2.28217 -0.00111 -0.02 -0.10 -0.12
H -3.51037 1.62142 -0.43241 -0.35 -0.20 0.14
H -2.81888 1.38244 1.21681 -0.25 -0.04 -0.11
H -2.24722 0.76036 -2.38222 0.10 0.07 0.14
H -3.34502 -0.47653 -1.86042 -0.08 -0.07 0.15
H -1.72152 -0.87864 -2.32319 0.43 -0.50 0.08
H 0.24132 -1.29908 0.96848 0.10 -0.03 -0.04
H -0.19116 -1.75333 -0.57713 0.02 0.02 0.32
H 1.27366 -0.98880 -0.35435 -0.05 0.10 0.93
H 3.60704 -1.13991 -0.32718 -0.03 0.16 -0.12
H 3.30221 -0.17644 0.79747 -0.07 -0.19 -0.06
O 2.95262 -0.47872 -0.06406 0.14 -0.21 0.02
H 4.63447 0.64448 2.58455 0.07 -0.08 -0.06
H 4.56784 -0.78168 3.11280 -0.06 -0.08 -0.14
O 4.39253 -0.25363 2.32462 -0.01 0.31 0.20
```
Forces are in eV/Å.

Computed properties:
- Total charge: +1
- Molar mass: 110.18 g mol⁻¹
- LUMO energy: -3.0280 eV
- ΔE to the lowest compared entry with this formula, charge and spin: 44.4 kJ/mol
- Max |F|: 1.53 eV/A
- E: -9986.9209 eV
- Kohn-Sham gap: 0.4563 Ha